# 1
26
Properties=species:S:1:pos:R:3:lowdin_charge:R:1 method="wB97M-V/def2-TZVPD" gap_ev=10.96 homo_ev=-14.491 e_lumo_ev=-3.53 energy_ev=-10044.8487 spin_multiplicity=1 total_charge=+1 e_above_lowest_ev=0.9825
H -0.35594 1.42969 -1.00466 0.1092
N 1.33496 -0.58869 -1.72803 0.2287
H 0.19472 4.05856 1.45849 0.0827
C -1.13512 0.85655 0.84281 -0.1948
H -0.91063 2.02880 2.57499 0.1028
H -0.35444 -4.87265 -0.71820 0.0245
H -1.22421 -0.02828 1.47796 0.1072
C -0.45942 0.48193 -0.46290 -0.1910
H 0.81524 -1.14368 1.52826 0.0979
H 1.57064 0.51846 0.08710 0.1538
C -0.39489 1.95042 1.64521 -0.2490
H -1.31475 -5.05038 -2.07737 0.0357
O -1.13939 -4.67364 -1.21889 -0.0558
H 2.33689 -0.73549 -1.86005 0.1838
C -0.29615 3.25784 0.89990 -0.1061
H 0.58911 1.59569 1.98576 0.1075
H 0.36568 3.27346 0.03237 0.0656
H -2.16868 1.18545 0.75539 0.1250
C 0.76868 -1.46495 0.49095 -0.0290
H 1.00204 0.09891 -2.40993 0.1736
H -1.26801 3.58447 0.56715 0.0805
H 0.84659 -1.40338 -2.06310 0.1648
H -0.14060 -2.04485 0.33943 0.1001
C 0.89104 -0.20241 -0.34842 -0.3257
H -1.14670 0.01120 -1.18138 0.1335
H 1.59334 -2.12300 0.38715 0.0746

=====

# 2
26
Properties=species:S:1:pos:R:3:lowdin_charge:R:1 method="wB97M-V/def2-TZVPD" gap_ev=11.64 homo_ev=-14.146 e_lumo_ev=-2.51 energy_ev=-10043.4065 spin_multiplicity=1 total_charge=+1 e_above_lowest_ev=2.4247
H -3.26376 0.27494 -1.69306 0.1144
H 1.15955 -0.68671 0.89175 0.1263
H 0.37130 -3.27178 2.29488 0.1182
H 0.37163 -1.86037 -1.12447 0.1228
H -2.78774 1.85947 0.82557 0.1134
H -2.49065 -1.23563 1.13410 0.0849
H -2.39277 -3.02203 1.04177 0.1230
C -0.63026 -1.93875 -0.66984 0.0008
H -0.20194 -4.12564 0.82804 0.1186
H -1.81954 -2.16816 2.50862 0.1228
H -0.43433 0.11620 1.04724 0.0606
H -1.22226 -1.05746 -0.96897 0.0850
C -3.28905 -0.20606 -0.70078 -0.0870
H -1.12439 -2.84386 -1.06129 0.1230
C 0.28148 -3.20565 1.19754 -0.0033
H 1.29408 -3.14215 0.76486 0.1182
N -0.52105 -2.00949 0.81486 -0.3943
C 0.14851 -0.77872 1.32296 0.0130
H -1.86580 1.98980 -0.70490 0.1134
H -4.18570 0.14461 -0.16259 0.1144
H 0.23677 -0.81633 2.42177 0.1263
H -3.36704 -1.29736 -0.84070 0.1006
O -2.10788 0.05025 0.03258 -0.4379
C -1.94839 1.43852 0.24688 -0.0676
H -1.01748 1.58483 0.82011 0.0895
C -1.88392 -2.11485 1.40879 0.0008

=====

# 3
26
Properties=species:S:1:pos:R:3:lowdin_charge:R:1 method="wB97M-V/def2-TZVPD" gap_ev=10.97 smiles=CCCCCC.O.O homo_ev=-10.470 e_lumo_ev=0.50 energy_ev=-10608.4072 spin_multiplicity=1 e_above_lowest_ev=0.5411
H 2.21362 3.66387 -0.90724 0.0079
H -1.41990 -3.14767 0.20600 0.1119
H -3.14584 -1.70479 -1.73076 0.0724
H -2.44336 -0.14709 -1.94033 0.0658
H -3.09033 -1.45543 0.43312 0.1072
C 0.80442 -0.64710 1.21821 -0.2790
H 0.89159 -2.75918 0.74916 0.0931
O 2.89166 4.91281 -3.09410 -0.0552
H 2.84602 5.84334 -3.31984 0.0343
H 1.25692 -0.05787 3.24637 0.0732
C -1.17021 -2.14065 0.57559 -0.2359
H -1.22930 -2.37707 1.65184 0.0981
H 2.00938 4.69561 -3.43991 0.0445
C 0.71531 -0.85924 2.72712 -0.1043
H 1.87300 -0.43510 1.03269 0.1076
O 1.64158 3.47093 -0.15942 -0.0524
H 1.24844 -1.78563 2.92814 0.0739
H -0.32895 -0.92589 3.03435 0.0647
C 0.36669 -1.87843 0.42905 -0.2279
H 0.28045 0.14970 0.68452 0.0941
H 0.85062 3.20225 -0.62073 0.0199
H -1.97039 -0.10630 0.45735 0.1026
C -2.23530 -1.12942 -1.49517 -0.1117
H -1.39327 -1.51695 -2.06701 0.0657
H 0.65716 -1.75798 -0.62560 0.1019
C -2.11999 -1.10673 0.02657 -0.2722

=====

# 4
27
Properties=species:S:1:pos:R:3:lowdin_charge:R:1 method="wB97M-V/def2-TZVPD" gap_ev=10.21 smiles=CCO.CCO.CCO homo_ev=-9.525 e_lumo_ev=0.69 energy_ev=-12655.7411 spin_multiplicity=1 e_above_lowest_ev=0.5431
H -1.96114 -1.23120 0.22041 0.1073
O -0.20758 -0.52806 -0.62076 -0.1084
H -2.33062 3.16262 -2.55581 0.1106
H -2.17126 3.75521 -0.91556 0.1114
H 1.64599 -0.36717 0.02620 0.0384
O 2.51204 -0.54138 0.42791 -0.0953
H 4.25345 -3.37559 0.48631 0.0731
H -0.39527 -2.08772 0.63928 0.1035
H -1.48630 -0.56784 2.53682 0.0736
C -0.89938 -1.13614 0.47447 -0.2885
C 4.13935 -2.29435 0.52034 -0.0924
O -0.86487 2.20231 -1.38481 -0.0838
H -1.18559 0.73319 1.48093 0.0628
H -0.20508 2.87654 -1.58115 0.0997
C 2.67302 -1.95960 0.44279 -0.3499
C -2.12411 2.84618 -1.53151 -0.3090
H -3.13906 0.98543 -1.55357 0.0785
H 4.64535 -1.74731 -0.27812 0.0765
H 4.58190 -1.87570 1.42652 0.0740
H -3.10236 1.75417 0.07109 0.0674
H -0.64861 0.31520 -0.81802 0.0453
C -0.80979 -0.26811 1.73399 -0.0774
H -4.19086 2.38379 -1.16900 0.0753
H 0.22132 -0.15104 2.06219 0.0696
H 2.17027 -2.40954 -0.42514 0.1118
C -3.22108 1.92137 -0.99637 -0.0781
H 2.10028 -2.39528 1.28056 0.1040

=====

# 5
31
Properties=species:S:1:pos:R:3:lowdin_charge:R:1 method="wB97M-V/def2-TZVPD" gap_ev=9.24 homo_ev=-11.799 e_lumo_ev=-2.56 energy_ev=-45811.5557 spin_multiplicity=1 total_charge=+1 e_above_lowest_ev=0.0000
H -2.50251 -0.14089 5.37114 0.0643
H -1.54505 2.29158 3.17745 0.0667
H -2.92245 2.14570 -2.87454 0.0604
H 4.69304 -3.14291 -1.41604 0.0701
H -2.79317 -0.94724 -0.72250 0.0630
S -2.14430 -0.01939 3.00703 0.8472
C -2.47455 1.72778 3.16953 -0.2520
H 3.34407 -3.89979 -2.19796 0.0574
C -1.85923 2.01568 -2.67403 -0.2531
O -0.86832 -0.14317 2.21889 -0.7310
O 2.52847 -1.70397 -0.54523 -0.6832
O -0.17545 0.24665 -1.67704 -0.6792
H 4.71597 -0.47856 -3.05963 0.0606
H -1.22447 -1.28744 4.79018 0.0614
H -1.56403 2.67741 -1.85959 0.0647
H -3.67084 0.49531 -1.29944 0.0611
C 4.10602 -0.32059 -2.17369 -0.2421
H 4.70998 -0.35240 -1.26559 0.0649
H -2.33213 0.66196 -0.11133 0.0366
H 4.48178 -2.96307 -3.21544 0.0623
S 2.90107 -1.64497 -1.99456 0.8192
H -3.10578 1.90329 4.03947 0.0650
Rb 1.29535 0.43595 0.71853 0.9890
H -3.07043 2.01479 2.30093 0.0490
C -2.70762 0.10721 -0.97213 -0.2448
S -1.52357 0.30169 -2.30325 0.8519
H -0.90295 0.46218 4.94017 0.0648
C -1.65480 -0.29482 4.70594 -0.2449
H -1.29827 2.25547 -3.57563 0.0561
C 3.99550 -3.02511 -2.24508 -0.2541
H 3.56867 0.62170 -2.25658 0.0489

=====

# 6
28
Properties=species:S:1:pos:R:3:lowdin_charge:R:1 method="wB97M-V/def2-TZVPD" gap_ev=9.41 smiles="C=C(C)/C=C/C.O.O.O.O" homo_ev=-8.711 e_lumo_ev=0.70 energy_ev=-14702.7779 spin_multiplicity=1 e_above_lowest_ev=0.3468
H 0.01700 -1.21970 2.11212 0.0124
C 0.96554 2.36792 -1.04810 0.0327
O 0.85134 -1.16154 -1.68214 -0.0843
C -0.32300 2.11501 -0.75753 -0.3651
H -1.90886 1.70999 -2.22499 0.0866
H -0.01952 -3.45814 -0.86466 0.0485
H -2.18667 3.11198 -1.05623 0.0895
C -1.75913 0.72452 0.55316 -0.1400
C -1.46205 2.53442 -1.64200 -0.0783
O 0.87641 -1.64814 1.94656 -0.0644
H -3.05594 -0.23632 2.09246 0.0783
H -1.02161 3.06836 -2.49261 0.0765
H 1.39884 -1.16805 -0.86729 -0.0104
H -1.97114 -1.27970 1.24898 0.0754
H -1.36038 -0.21623 2.51839 0.0696
H -2.48401 0.73810 -0.25074 0.1028
H 0.20501 1.40910 1.25929 0.1163
H 1.69346 1.92739 -0.36301 0.0495
O 2.80030 -0.90070 0.21565 -0.0789
C -0.58532 1.36111 0.52061 -0.0704
O -0.29471 -3.14454 -0.01011 -0.0518
H 1.43254 3.06204 -1.72866 0.0576
H 2.13190 -1.18720 0.88474 0.0019
H 0.61946 -2.49275 1.51810 0.0435
H 1.31752 -0.46639 -2.15891 0.0337
H 3.43442 -0.31656 0.63110 0.0487
C -2.04674 -0.24143 1.66549 -0.1064
H -0.70219 -2.26943 -0.10342 0.0265

=====

# 7
29
Properties=species:S:1:pos:R:3:lowdin_charge:R:1 method="wB97M-V/def2-TZVPD" gap_ev=11.32 smiles="CCCCCC(=O)O.O.O.O" homo_ev=-10.928 e_lumo_ev=0.39 energy_ev=-16750.4960 spin_multiplicity=1 e_above_lowest_ev=2.1934
O -1.76669 1.92406 2.00453 -0.0538
H 0.99256 -0.57888 -2.43201 0.1284
C 1.54198 -1.22158 -0.39374 -0.2565
H 2.63542 -1.06936 -0.49168 0.1117
C -0.76516 -0.84749 -1.55422 -0.1668
H 1.49651 -0.24453 4.00152 0.0440
H 1.56318 2.96595 2.05996 0.0237
O -0.85274 2.25654 -0.76184 0.1008
H 0.18687 0.17241 3.80719 0.0522
C 1.33820 -2.75340 -0.53900 -0.1048
H 1.34068 -0.80396 0.60308 0.1011
H -2.87284 -0.13628 -0.82433 0.1238
H -1.63828 -0.08521 0.29221 0.1291
C 0.68409 -0.45046 -1.35724 -0.2304
O -2.05173 1.68854 -2.56054 0.1083
C -1.81657 0.10402 -0.78915 -0.0942
H 0.38149 -3.05136 -0.03090 0.0743
H 2.39759 2.08057 1.21990 0.0094
H 0.79648 0.62705 -1.25198 0.1001
H 2.05723 -3.03091 0.22187 0.0659
C -1.54058 1.42528 -1.30150 -0.5388
H -1.03625 -0.93921 -2.63440 0.1138
H -1.42470 1.86049 1.09326 -0.0064
H -2.34993 0.94649 -3.07058 0.0952
H -2.69491 2.07614 2.04555 0.0203
H 1.25507 -3.13026 -1.56148 0.0816
H -1.04792 -1.86023 -1.25159 0.1017
O 2.46620 2.69241 1.93697 -0.0357
O 0.72474 -0.61683 3.52014 -0.0981

=====

# 8
28
Properties=species:S:1:pos:R:3:lowdin_charge:R:1 method="wB97M-V/def2-TZVPD" gap_ev=6.77 homo_ev=-7.649 e_lumo_ev=-0.88 energy_ev=-38018.9593 spin_multiplicity=1 e_above_lowest_ev=1.0894
H -2.62165 1.49274 0.55466 -0.0692
H 1.95881 -2.22965 0.77763 0.1102
H -0.25712 -2.54923 -2.67870 -0.0867
Si -2.48662 0.11690 -0.09265 0.4975
H 2.67808 1.00851 -0.13996 0.1081
H -1.19319 2.79814 -0.52844 -0.0073
H 0.89518 -0.60116 -3.63159 -0.1278
Si -0.11222 -1.01300 -2.67377 0.4882
H -1.68772 -2.30675 1.57815 0.0717
H 0.27433 2.92065 -1.26452 0.0341
C 1.56029 -1.37736 1.43619 -0.1742
Si -0.31569 0.73048 2.01689 0.8814
C 1.91066 1.82955 0.20652 -0.1936
H 2.32318 2.26940 1.08492 0.0549
H -3.15899 -0.12196 -1.30265 -0.1345
H 0.01633 -3.06499 1.81795 0.0924
H 2.02585 2.62102 -0.57121 0.0703
H -0.63309 -2.81893 0.27655 0.0251
H 2.16333 -0.56990 1.31537 -0.0104
H -1.43577 -0.86144 -3.19825 -0.1437
C -0.19878 2.81910 -0.35693 -0.1631
C 0.44682 1.49804 0.25973 -0.6971
H -3.23777 -0.89425 0.80315 -0.0574
C 0.08523 -1.05391 1.12519 -0.8029
H 1.82837 -1.84995 2.43161 0.0959
C -0.60874 -2.35288 1.19212 -0.2225
H 0.07524 3.73832 0.12679 0.0779
Si -0.29435 -0.17750 -0.56475 0.2827